(1)
100
Properties=species:S:1:pos:R:3:lowdin_charge:R:1 method="wB97M-V/def2-TZVPD" e_lumo_ev="-0.41 / -2.55" s_squared=6.02 orbital_gap_ev="8.79 / 6.63" energy_ha=-4585.16183 spin_multiplicity=5 homo_energy_ha="-0.3381 / -0.3374"
Os 0.251 0.585 1.561 1.895
C -0.972 3.900 -0.476 -0.046
C 0.468 4.031 0.032 -0.354
C 1.093 5.349 -0.420 -0.059
C 1.238 2.830 -0.413 -0.225
C 2.446 2.781 -1.095 0.074
C 2.675 1.439 -1.384 -0.174
C 3.968 0.911 -1.917 -0.331
C 3.903 0.359 -3.343 -0.047
C 4.526 -0.099 -0.916 -0.031
N 1.620 0.740 -0.926 0.043
N 0.764 1.579 -0.299 -0.061
B 1.045 -0.646 -1.302 -0.494
N 1.139 -1.665 -0.141 0.082
N 0.540 -1.353 1.028 -0.107
C 0.424 -2.473 1.768 -0.237
C 0.999 -3.515 1.056 0.060
C 1.440 -2.980 -0.144 -0.152
C 2.045 -3.854 -1.203 -0.338
C 1.055 -4.086 -2.347 -0.044
C 3.405 -3.396 -1.720 -0.046
C -0.317 -2.586 3.061 -0.359
C -0.405 -4.040 3.522 -0.059
C -1.717 -1.986 2.899 -0.046
N -0.485 -0.423 -1.533 0.057
N -1.235 -0.158 -0.438 0.043
C -2.509 -0.073 -0.807 -0.267
C -2.588 -0.254 -2.184 0.030
C -1.288 -0.469 -2.618 -0.174
C -0.998 -0.687 -4.078 -0.343
C 0.426 -0.415 -4.552 -0.066
C -1.464 -2.082 -4.523 -0.047
C -3.654 0.120 0.132 -0.370
C -4.305 1.485 -0.117 -0.049
C -4.679 -1.002 -0.055 -0.052
H -1.607 4.657 -0.025 0.084
H -1.361 2.907 -0.238 0.043
H -1.003 4.033 -1.558 0.090
H 0.461 4.034 1.126 0.118
H 1.163 5.398 -1.505 0.082
H 2.086 5.476 0.004 0.084
H 0.469 6.171 -0.078 0.083
H 3.082 3.606 -1.342 0.120
H 4.645 1.773 -1.947 0.140
H 3.289 -0.532 -3.403 0.043
H 4.909 0.104 -3.672 0.084
H 3.495 1.107 -4.021 0.083
H 3.846 -0.934 -0.802 0.050
H 4.633 0.370 0.058 0.084
H 5.498 -0.460 -1.245 0.090
H 1.570 -1.075 -2.250 0.093
H 1.102 -4.537 1.358 0.121
H 2.199 -4.817 -0.704 0.138
H 0.904 -3.167 -2.902 0.046
H 0.098 -4.424 -1.953 0.091
H 1.437 -4.848 -3.025 0.087
H 3.318 -2.496 -2.317 0.051
H 3.837 -4.176 -2.342 0.086
H 4.079 -3.210 -0.888 0.089
H 0.220 -2.011 3.823 0.124
H -0.932 -4.638 2.780 0.085
H -0.958 -4.091 4.456 0.082
H 0.583 -4.459 3.687 0.086
H -2.262 -2.499 2.109 0.089
H -1.634 -0.929 2.639 0.021
H -2.271 -2.081 3.829 0.090
H -3.475 -0.223 -2.784 0.118
H -1.650 0.032 -4.591 0.140
H 1.086 -1.252 -4.341 0.061
H 0.823 0.481 -4.083 0.077
H 0.419 -0.266 -5.631 0.085
H -0.902 -2.868 -4.027 0.060
H -1.324 -2.183 -5.598 0.082
H -2.518 -2.223 -4.297 0.077
H -3.274 0.062 1.152 0.101
H -4.788 1.494 -1.093 0.085
H -3.553 2.272 -0.111 0.060
H -5.056 1.700 0.639 0.085
H -5.102 -0.975 -1.055 0.076
H -5.488 -0.889 0.662 0.081
H -4.214 -1.973 0.095 0.079
C -3.018 3.339 3.810 -0.003
C -1.928 2.283 3.668 -0.514
C -1.675 1.506 4.950 0.007
O -2.225 1.382 2.619 -0.083
C -0.555 3.019 3.311 -0.575
O -0.288 4.032 3.913 0.120
O 0.058 2.466 2.359 -0.177
H -3.964 2.855 4.049 0.092
H -3.127 3.914 2.891 0.091
H -2.756 4.027 4.608 0.093
H -2.548 0.913 5.212 0.093
H -1.453 2.205 5.750 0.101
H -0.822 0.843 4.818 0.069
H -2.597 1.888 1.882 0.074
O 3.327 0.578 4.343 -0.385
Se 2.526 0.004 3.131 0.748
O 2.635 0.882 1.771 -0.449
O 0.832 0.074 3.410 -0.532
O 2.842 -1.517 2.814 -0.401



(2)
68
Properties=species:S:1:pos:R:3:lowdin_charge:R:1 method="wB97M-V/def2-TZVPD" e_lumo_ev="4.34 / 4.34" s_squared=2.04 orbital_gap_ev="2.30 / 4.13" charge=-2 energy_ha=-2835.53576 spin_multiplicity=3 homo_energy_ha="0.0748 / 0.0074"
Ni -0.150 0.272 0.687 0.508
N 0.175 -4.170 4.002 0.039
N 2.585 1.202 1.558 0.008
C -1.618 -0.123 -0.809 -0.314
C -2.069 0.078 0.569 -0.380
C -1.949 -1.224 1.199 -0.303
C -2.520 -1.623 2.455 -0.107
H -3.018 -0.815 2.991 0.059
H -1.729 -2.417 3.861 0.044
H -3.229 -2.442 2.289 0.068
C -1.456 -2.162 0.265 -0.243
C -1.459 -3.621 0.483 -0.051
H -2.369 -4.097 0.105 0.069
H -1.330 -3.854 1.544 0.063
H -0.652 -4.106 -0.078 0.061
C -1.188 -1.493 -0.942 -0.241
C -0.686 -2.142 -2.168 -0.075
H 0.164 -2.768 -1.879 0.039
H -0.335 -1.422 -2.906 0.048
H -1.422 -2.790 -2.657 0.070
C -2.860 1.231 1.043 -0.087
H -3.909 1.150 0.735 0.068
H -2.439 2.167 0.658 0.047
H -2.820 1.302 2.133 0.065
C -2.011 0.799 -1.895 -0.067
H -1.452 0.584 -2.812 0.061
H -1.786 1.832 -1.606 0.058
H -3.088 0.741 -2.128 0.076
C 1.207 -4.968 4.219 -0.233
H 1.019 -5.922 4.694 0.066
C 2.534 -4.632 3.873 -0.184
H 3.365 -5.251 4.219 0.052
C 2.720 -3.438 3.189 -0.165
H 3.715 -3.167 2.818 0.082
C 1.639 -2.583 2.966 -0.068
H 1.687 -1.689 2.369 0.072
C 0.344 -2.935 3.457 -0.391
C -0.777 -2.029 3.438 -0.089
H -0.452 -0.995 3.646 0.076
C 1.424 1.213 0.933 -0.317
C 3.099 2.473 1.486 -0.210
H 4.077 2.767 1.881 0.070
C 2.284 3.283 0.725 -0.121
H 2.335 4.328 0.498 0.080
N 1.280 2.447 0.265 -0.074
C 0.742 2.627 -1.028 -0.158
C -0.011 3.796 -1.235 -0.224
C -0.261 4.223 -2.543 -0.033
H -0.802 5.181 -2.682 0.111
C 0.129 3.487 -3.666 -0.290
C -0.094 4.008 -5.064 -0.075
H -0.232 3.170 -5.751 0.067
H 0.773 4.577 -5.417 0.070
H -0.963 4.673 -5.101 0.067
C 0.749 2.249 -3.439 -0.025
H 1.005 1.626 -4.319 0.119
C 1.054 1.801 -2.138 -0.186
C 1.745 0.485 -1.975 -0.057
H 2.827 0.623 -1.818 0.090
H 1.567 -0.188 -2.828 0.070
H 1.395 -0.061 -1.080 0.043
C -0.548 4.546 -0.047 -0.049
H 0.243 5.133 0.453 0.067
H -0.973 3.854 0.705 0.079
H -1.357 5.217 -0.382 0.073
O 1.728 -3.480 -0.866 -0.072
H 1.867 -3.421 0.097 0.045
H 2.537 -3.119 -1.247 0.040



(3)
17
Properties=species:S:1:pos:R:3:lowdin_charge:R:1 method="wB97M-V/def2-TZVPD" e_lumo_ev="-9.65 / -9.03" s_squared=0.87 orbital_gap_ev="10.55 / 11.79" charge=+2 energy_ha=-1400.87515 spin_multiplicity=2 homo_energy_ha="-0.7421 / -0.7652"
O -0.267 1.999 0.296 -0.150
V 0.034 0.406 0.210 1.135
O -1.752 0.318 -1.174 -0.013
H -2.431 0.978 -1.314 0.115
H -2.109 -0.481 -1.563 0.104
O -1.358 0.097 1.884 -0.015
H -1.156 -0.608 2.499 0.104
H -2.234 0.390 2.134 0.120
O 1.153 0.799 -1.698 -0.015
H 0.777 1.299 -2.423 0.111
H 2.095 0.797 -1.872 0.105
O -0.025 -1.877 -0.138 -0.017
H 0.616 -2.503 0.198 0.104
H -0.858 -2.348 -0.112 0.097
O 2.119 0.260 0.969 -0.002
H 2.592 -0.161 1.687 0.117
H 2.804 0.635 0.417 0.100



(4)
25
Properties=species:S:1:pos:R:3:lowdin_charge:R:1 method="wB97M-V/def2-TZVPD" e_lumo_ev=0.64 orbital_gap_ev=8.57 energy_ha=-555.98317 smiles="Cc1ccc(O)cc1.CC(N)=O" homo_energy_ha=-0.2913
C -0.258 -4.288 -0.631 -0.073
C -0.575 -2.985 0.027 -0.314
C -0.820 -1.868 -0.730 -0.048
C -1.125 -0.672 -0.075 -0.028
C -1.148 -0.572 1.300 -0.329
O -1.268 0.622 1.936 0.034
C -1.065 -1.764 2.052 -0.011
C -0.716 -2.953 1.424 -0.050
H -0.023 -5.057 0.143 0.080
H 0.525 -4.249 -1.396 0.079
H -1.169 -4.725 -1.045 0.077
H -0.723 -1.953 -1.798 0.110
H -1.315 0.234 -0.662 0.116
H -0.959 1.363 1.371 0.092
H -1.374 -1.882 3.087 0.112
H -0.542 -3.828 2.048 0.109
C 2.153 3.661 -1.621 0.000
C 1.250 3.404 -0.444 -0.552
N 0.659 4.495 0.213 0.136
O 0.823 2.314 -0.113 0.028
H 2.061 2.750 -2.211 0.087
H 3.202 3.765 -1.386 0.082
H 1.708 4.503 -2.159 0.083
H -0.072 4.276 0.860 0.093
H 0.772 5.410 -0.188 0.087